1.
Molecular formula: C20H45AlN2P3SSe
Method: DFT, ωB97M-V/def2-TZVPD

HOMO energy (spin up / spin down) in hartree: -0.564 / -0.602
Orbital gap (spin up / spin down) in eV: 5.48 / 6.93
E in eV: -135067.805
Relative energy (zero: lowest compared OMol25 entry of this formula, charge and spin) in eV: 4.0820
Charge: +3
F_max in eV Å⁻¹: 2.72

Last column: Mulliken charge in e.
Geometry (Å):
Al  0.83  -1.18  2.06  -0.10
P  2.59  0.02  0.88  1.24
P  -0.02  2.08  1.05  0.72
P  0.19  0.09  -4.90  0.74
H  -0.33  -3.68  1.80  0.56
C  0.43  -3.02  1.35  -0.38
C  1.73  -2.92  2.04  -0.79
H  1.78  -3.21  3.09  0.38
C  3.31  -0.05  2.58  -1.22
C  3.18  1.68  0.34  -1.25
C  3.74  -1.08  -0.05  -1.08
C  -1.83  2.37  1.01  -1.02
C  0.41  3.13  2.51  -1.32
C  0.41  3.33  -0.25  -1.43
C  0.53  -1.66  -4.99  -0.66
C  1.61  1.03  -4.37  -1.00
C  -0.61  0.71  -6.36  -1.19
H  0.45  -3.11  0.25  0.12
H  2.59  -3.25  1.46  0.47
H  3.00  -0.95  3.14  0.32
H  3.00  0.85  3.14  0.31
H  4.40  -0.06  2.45  0.44
H  2.90  2.45  1.08  0.36
H  2.74  1.97  -0.63  0.26
H  4.28  1.69  0.23  0.57
H  3.75  -2.12  0.30  0.33
H  4.74  -0.65  0.07  0.44
H  3.47  -1.09  -1.12  0.28
H  -2.04  3.41  0.73  0.43
H  -2.26  2.13  2.00  0.19
H  -2.27  1.70  0.25  0.26
H  0.99  4.00  2.19  0.58
H  1.02  2.53  3.21  0.23
H  -0.50  3.46  3.02  0.38
H  -0.27  4.19  -0.14  0.52
H  0.31  2.89  -1.24  0.07
H  1.44  3.67  -0.11  0.51
H  0.32  -2.03  -6.00  0.39
H  -0.11  -2.21  -4.29  0.01
H  1.58  -1.85  -4.73  0.38
H  2.19  1.36  -5.25  0.42
H  2.28  0.44  -3.73  0.25
H  1.27  1.92  -3.82  0.33
H  -0.17  0.21  -7.24  0.43
H  -0.48  1.80  -6.42  0.39
H  -1.69  0.49  -6.32  0.38
C  -1.82  -1.86  -2.58  -0.26
C  -1.17  -3.04  -2.14  -0.16
C  -1.71  -4.29  -2.50  -0.47
C  -2.79  -4.34  -3.37  -0.46
C  -3.49  -3.18  -3.73  -0.58
C  -3.06  -1.95  -3.25  -0.30
Se  -1.18  -0.10  -2.26  0.13
H  -1.01  0.18  -3.79  0.07
H  -0.28  -2.95  -1.50  0.41
H  -1.30  -5.22  -2.12  0.44
H  -3.13  -5.30  -3.76  0.43
H  -4.38  -3.20  -4.39  0.40
H  -3.66  -1.06  -3.45  0.45
C  -0.66  1.79  5.80  -0.94
N  -0.61  0.53  5.05  0.00
C  -1.46  0.18  4.08  0.29
S  -1.24  -1.22  3.05  -0.27
N  -2.59  0.92  3.84  -0.11
C  -3.46  1.37  4.95  -1.14
H  -1.49  1.80  6.51  0.35
H  -0.71  2.69  5.16  0.29
H  0.26  1.85  6.39  0.36
H  0.21  -0.07  5.12  0.28
H  -3.11  0.56  3.05  0.43
H  -4.49  1.17  4.62  0.37
H  -3.25  0.79  5.85  0.40
H  -3.34  2.44  5.13  0.34

=====

2.
Molecular formula: C25H33F4OSi
Method: DFT, ωB97M-V/def2-TZVPD

HOMO energy in hartree: -0.436
Orbital gap in eV: 5.82
E in eV: -47248.275
Relative energy (zero: lowest compared OMol25 entry of this formula, charge and spin) in eV: 0.0000
Charge: +1
F_max in eV Å⁻¹: 2.19

Last column: natural (NBO) charge in e.
Geometry (Å):
C  -0.37  2.11  0.27  -0.59
C  0.35  0.76  0.10  -0.73
C  -0.32  -0.09  -0.99  -0.60
Si  0.55  -0.20  1.73  2.03
C  0.75  -2.07  1.46  -0.72
C  0.22  -2.95  2.60  -0.60
C  2.20  -2.43  1.12  -0.61
C  1.91  0.47  2.86  -0.73
C  1.46  0.68  4.30  -0.60
C  2.59  1.73  2.32  -0.60
O  -0.89  0.04  2.55  -0.82
C  -2.14  -0.41  2.29  0.28
C  -3.15  -0.08  3.14  -0.31
C  -4.46  -0.78  3.06  -0.65
H  -0.25  2.72  -0.64  0.22
H  -1.44  1.97  0.43  0.19
H  0.03  2.70  1.10  0.20
H  1.39  0.96  -0.20  0.24
H  -0.47  0.51  -1.90  0.22
H  0.30  -0.95  -1.27  0.22
H  -1.30  -0.46  -0.67  0.19
H  0.12  -2.27  0.57  0.22
H  0.35  -4.01  2.32  0.22
H  0.78  -2.78  3.53  0.21
H  -0.85  -2.79  2.79  0.20
H  2.24  -3.41  0.63  0.22
H  2.67  -1.71  0.44  0.21
H  2.81  -2.49  2.03  0.21
H  2.64  -0.35  2.85  0.23
H  2.34  0.88  4.93  0.22
H  0.80  1.55  4.40  0.20
H  0.95  -0.20  4.72  0.21
H  3.44  1.99  2.96  0.22
H  2.97  1.59  1.30  0.21
H  1.91  2.59  2.32  0.19
H  -2.25  -1.08  1.43  0.20
H  -2.89  0.37  4.10  0.24
H  -5.21  -0.18  2.52  0.21
H  -4.38  -1.77  2.56  0.24
H  -4.84  -0.93  4.08  0.23
F  -5.69  3.12  7.79  -0.31
C  -5.85  2.69  6.49  0.40
C  -7.12  2.25  6.11  -0.23
C  -7.25  1.82  4.78  0.39
F  -8.50  1.38  4.37  -0.30
C  -6.22  1.86  3.87  -0.19
C  -4.92  2.31  4.28  -0.15
C  -3.83  2.28  3.33  0.11
C  -2.65  3.12  3.43  -0.03
C  -2.31  4.03  2.39  -0.25
C  -1.15  4.78  2.48  0.42
F  -0.81  5.63  1.44  -0.31
C  -0.30  4.74  3.59  -0.29
C  -0.60  3.78  4.55  0.42
F  0.32  3.55  5.56  -0.31
C  -1.78  3.04  4.54  -0.28
C  -4.77  2.77  5.62  -0.21
H  -7.96  2.24  6.81  0.28
H  -6.38  1.53  2.83  0.25
H  -4.13  2.05  2.31  0.24
H  -2.98  4.13  1.52  0.25
H  0.57  5.39  3.68  0.28
H  -2.00  2.35  5.37  0.24
H  -3.82  3.17  5.96  0.25

=====

3.
Molecular formula: C12H13BNO6
Method: DFT, ωB97M-V/def2-TZVPD

HOMO energy in hartree: -0.444
Orbital gap in eV: 6.95
E in eV: -27096.988
Relative energy (zero: lowest compared OMol25 entry of this formula, charge and spin) in eV: 7.3833
Charge: +1
F_max in eV Å⁻¹: 4.77

Last column: natural (NBO) charge in e.
Geometry (Å):
O  -3.21  -3.11  -0.13  -0.89
B  -2.35  -1.94  -0.32  1.31
O  -1.30  -1.96  -1.33  -0.93
O  -2.65  -0.79  0.50  -0.71
C  -1.65  0.23  0.40  0.30
C  -0.62  0.28  1.59  -0.19
C  0.49  1.41  1.58  -0.16
C  0.52  2.43  0.38  -0.17
C  -0.50  2.33  -0.81  -0.08
C  -0.48  3.34  -2.02  0.15
N  -1.42  3.24  -3.11  -0.48
C  -2.46  2.20  -3.18  0.00
C  -2.60  1.17  -2.03  -0.17
C  -1.59  1.22  -0.81  -0.04
H  -4.13  -2.75  -0.14  0.50
H  -0.41  -1.93  -0.90  0.51
H  -0.65  -0.47  2.46  0.26
H  1.27  1.55  2.40  0.27
H  1.29  3.28  0.35  0.25
H  0.30  4.18  -2.01  0.27
H  -1.35  3.93  -3.88  0.45
H  -3.17  2.15  -4.09  0.27
H  -3.40  0.33  -2.04  0.27
C  3.14  -2.58  2.51  -0.10
C  2.60  -2.69  1.12  -0.10
O  2.47  -1.33  0.72  -0.50
C  3.33  -0.60  1.48  0.97
O  3.60  0.55  1.29  -0.58
O  3.86  -1.35  2.49  -0.47
H  3.80  -3.41  2.78  0.22
H  2.34  -2.50  3.26  0.18
H  3.30  -3.19  0.44  0.20
H  1.64  -3.20  1.08  0.20

=====

4.
Molecular formula: C3HO2Yb
Method: DFT, ωB97M-V/def2-TZVPD

HOMO energy in hartree: -0.511
Orbital gap in eV: 7.68
E in eV: -38741.377
Relative energy (zero: lowest compared OMol25 entry of this formula, charge and spin) in eV: 0.8991
Charge: +1
F_max in eV Å⁻¹: 2.52

Last column: natural (NBO) charge in e.
Geometry (Å):
O  0.39  0.48  -1.06  -0.81
O  -0.27  -0.82  0.57  -0.82
C  0.03  -0.66  -0.64  0.79
Yb  -0.05  1.55  1.10  1.87
C  0.05  -3.08  -1.32  0.40
C  0.03  -1.81  -1.57  -0.75
H  0.57  -1.79  -2.58  0.33

=====

- Which of these has the highest E?
  C12H13BNO6

=====

- Number 4 is which compound?
  C3HO2Yb

=====

- Which value of relative energy (zero: lowest compared OMol25 entry of this formula, charge and spin) does entry 1 give?
  4.0820 eV